{"formula": "C48H90F6NO25P2", "method": "ωB97M-V/def2-TZVPD", "elements": ["C", "C", "F", "P", "C", "C", "C", "F", "C", "F", "F", "N", "C", "O", "F", "C", "O", "F", "P", "O", "O", "O", "H", "H", "H", "H", "H", "H", "H", "H", "H", "H", "O", "C", "O", "C", "C", "C", "H", "H", "H", "H", "H", "H", "H", "H", "O", "C", "O", "C", "C", "C", "H", "H", "H", "H", "H", "H", "H", "H", "O", "C", "O", "C", "C", "C", "H", "H", "H", "H", "H", "H", "H", "H", "O", "C", "O", "C", "C", "C", "H", "H", "H", "H", "H", "H", "H", "H", "O", "C", "O", "C", "C", "C", "H", "H", "H", "H", "H", "H", "H", "H", "O", "C", "O", "C", "C", "C", "H", "H", "H", "H", "H", "H", "H", "H", "O", "C", "O", "C", "C", "C", "H", "H", "H", "H", "H", "H", "H", "H", "O", "C", "O", "C", "C", "C", "H", "H", "H", "H", "H", "H", "H", "H", "O", "C", "O", "C", "C", "C", "H", "H", "H", "H", "H", "H", "H", "H", "O", "C", "O", "C", "C", "C", "H", "H", "H", "H", "H", "H", "H", "H"], "xyz": [[-1.10, 1.32, 2.61], [-2.15, 0.84, 1.44], [-1.40, 0.32, 0.25], [-3.55, -0.32, 2.04], [-2.97, -1.89, 2.95], [-1.41, -2.32, 2.68], [-1.17, -3.25, 1.35], [-0.59, -4.63, 1.55], [-1.44, -2.84, -0.05], [-2.76, -2.90, -0.74], [-0.27, -2.27, -0.81], [-4.50, -0.78, 0.60], [-4.87, 0.41, -0.26], [-6.11, 0.96, -0.24], [-3.90, 1.10, -1.20], [-5.68, -1.66, 0.93], [-5.81, -2.84, 0.27], [-6.72, -1.38, 1.96], [-4.79, 0.81, 3.49], [-3.91, 2.02, 4.02], [-6.25, 1.47, 2.76], [-5.30, -0.19, 4.84], [-0.03, 0.90, 2.29], [-1.38, 0.81, 3.63], [-1.00, 2.48, 2.65], [-2.69, 1.83, 1.05], [-3.64, -2.80, 2.55], [-3.23, -1.79, 4.09], [-1.09, -2.99, 3.62], [-0.65, -1.44, 2.65], [-5.92, 2.18, 2.13], [-5.05, 0.37, 5.66], [1.12, -8.79, 3.26], [0.96, -8.60, 2.05], [0.70, -9.63, 1.22], [0.31, -9.50, -0.15], [1.53, -9.38, -1.05], [1.15, -7.23, 1.46], [-0.39, -8.67, -0.29], [-0.23, -10.42, -0.41], [2.11, -8.49, -0.82], [1.23, -9.34, -2.10], [2.20, -10.24, -0.91], [2.21, -7.07, 1.26], [0.81, -6.49, 2.19], [0.57, -7.06, 0.56], [-5.92, 4.39, -5.95], [-6.49, 3.66, -5.14], [-5.76, 2.90, -4.29], [-6.32, 2.16, -3.18], [-6.80, 0.80, -3.64], [-7.98, 3.52, -5.15], [-7.09, 2.73, -2.67], [-5.50, 2.03, -2.46], [-7.61, 0.88, -4.37], [-7.17, 0.21, -2.78], [-5.99, 0.24, -4.12], [-8.27, 2.77, -5.89], [-8.42, 4.49, -5.42], [-8.40, 3.26, -4.18], [2.93, -2.34, 2.31], [3.79, -3.22, 2.30], [4.90, -3.11, 3.07], [5.86, -4.15, 3.28], [6.90, -4.16, 2.18], [3.68, -4.40, 1.37], [5.37, -5.12, 3.41], [6.35, -3.93, 4.23], [6.45, -4.37, 1.20], [7.67, -4.92, 2.37], [7.39, -3.18, 2.10], [4.08, -4.12, 0.39], [2.62, -4.65, 1.26], [4.18, -5.29, 1.73], [0.74, -2.76, -3.55], [0.07, -2.00, -4.25], [0.62, -1.38, -5.32], [-0.12, -0.64, -6.31], [-0.31, 0.80, -5.86], [-1.35, -1.66, -3.88], [-1.06, -1.13, -6.56], [0.49, -0.65, -7.22], [-0.90, 0.86, -4.95], [-0.82, 1.38, -6.64], [0.66, 1.27, -5.65], [-1.34, -0.85, -3.15], [-1.80, -2.55, -3.42], [-1.98, -1.40, -4.73], [8.72, -5.80, -0.21], [9.77, -5.21, -0.45], [10.58, -4.82, 0.56], [11.91, -4.29, 0.38], [11.87, -2.80, 0.14], [10.12, -4.81, -1.85], [12.45, -4.83, -0.40], [12.44, -4.48, 1.32], [11.33, -2.55, -0.78], [12.88, -2.39, 0.06], [11.34, -2.29, 0.95], [9.63, -3.87, -2.09], [9.75, -5.59, -2.53], [11.19, -4.73, -2.03], [-9.49, 6.29, -5.27], [-10.25, 6.49, -6.22], [-10.36, 5.59, -7.22], [-11.35, 5.63, -8.26], [-10.88, 6.51, -9.41], [-11.00, 7.78, -6.33], [-12.32, 5.93, -7.87], [-11.46, 4.61, -8.62], [-10.74, 7.55, -9.08], [-11.61, 6.50, -10.22], [-9.92, 6.16, -9.79], [-10.36, 8.53, -6.80], [-11.26, 8.12, -5.32], [-11.93, 7.70, -6.88], [12.44, -0.84, 3.19], [11.30, -0.64, 3.59], [10.54, 0.32, 3.03], [9.14, 0.51, 3.29], [8.93, 1.37, 4.52], [10.76, -1.40, 4.77], [8.61, -0.44, 3.35], [8.73, 1.03, 2.42], [9.33, 0.90, 5.42], [7.86, 1.56, 4.68], [9.44, 2.33, 4.41], [11.07, -0.90, 5.69], [11.17, -2.41, 4.75], [9.68, -1.51, 4.76], [-0.92, 2.36, 5.32], [-0.18, 3.33, 5.49], [1.10, 3.30, 5.06], [1.98, 4.44, 5.03], [2.66, 4.63, 6.37], [-0.66, 4.53, 6.25], [1.45, 5.34, 4.69], [2.73, 4.22, 4.27], [1.94, 4.84, 7.16], [3.37, 5.46, 6.32], [3.20, 3.72, 6.65], [-0.52, 4.36, 7.32], [-1.73, 4.67, 6.04], [-0.18, 5.46, 5.96], [-3.30, -1.69, -7.68], [-3.83, -2.67, -7.15], [-3.63, -3.91, -7.64], [-4.03, -5.12, -6.99], [-5.47, -5.46, -7.32], [-4.77, -2.49, -5.99], [-3.85, -5.07, -5.91], [-3.38, -5.91, -7.38], [-6.16, -4.69, -6.96], [-5.76, -6.42, -6.87], [-5.61, -5.53, -8.40], [-5.77, -2.28, -6.38], [-4.43, -1.64, -5.39], [-4.81, -3.35, -5.32], [0.22, 7.58, 6.78], [0.96, 8.55, 6.94], [2.24, 8.53, 6.52], [3.12, 9.66, 6.48], [3.80, 9.85, 7.82], [0.48, 9.76, 7.70], [2.59, 10.56, 6.15], [3.87, 9.45, 5.72], [3.08, 10.06, 8.62], [4.51, 10.69, 7.78], [4.34, 8.95, 8.11], [0.61, 9.58, 8.77], [-0.59, 9.89, 7.50], [0.96, 10.68, 7.41]], "mulliken_charge": [-1.18, 0.53, -0.30, 0.06, -0.65, -0.46, -0.15, -0.23, 0.56, -0.16, -0.20, 0.71, 0.26, -0.42, -0.25, 0.31, -0.38, -0.18, 0.89, -0.50, -0.46, -0.52, 0.37, 0.32, 0.21, 0.42, 0.44, 0.61, 0.41, 0.23, 0.37, 0.38, -0.59, 0.60, -0.37, -0.33, -0.88, -0.64, 0.32, 0.31, 0.22, 0.34, 0.30, 0.18, 0.30, 0.26, -0.61, 0.59, -0.37, 0.03, -0.76, -0.27, 0.37, -0.16, 0.38, 0.33, 0.08, 0.28, -0.10, 0.24, -0.62, 0.66, -0.37, -0.64, -0.58, -0.54, 0.37, 0.34, 0.23, 0.35, 0.19, 0.27, 0.02, 0.33, -0.60, 0.57, -0.38, 0.00, -0.93, -0.31, 0.06, 0.31, 0.18, 0.37, 0.31, 0.08, 0.25, 0.07, -0.59, 0.82, -0.36, -0.45, -0.78, -1.03, 0.37, 0.33, 0.27, 0.39, 0.10, 0.25, 0.33, 0.34, -0.63, 0.90, -0.35, -0.41, -0.96, -1.16, 0.36, 0.31, 0.27, 0.36, 0.30, 0.27, 0.32, 0.34, -0.58, 0.83, -0.36, -0.04, -1.03, -1.00, 0.05, 0.33, 0.28, 0.36, 0.29, 0.27, 0.29, 0.32, -0.56, 0.81, -0.34, -0.42, -0.94, -0.96, 0.34, 0.33, 0.24, 0.31, 0.36, 0.28, 0.30, 0.29, -0.61, 0.76, -0.37, -0.31, -0.95, -0.74, 0.28, 0.33, 0.27, 0.36, 0.30, 0.34, -0.02, 0.37, -0.56, 0.82, -0.36, -0.39, -0.96, -1.12, 0.35, 0.32, 0.27, 0.37, 0.29, 0.27, 0.32, 0.36], "homo_lumo_gap_ev": 5.965, "lumo_energy_ha": -0.188, "total_charge": 1, "e_tot_ev": -138776.486}